This record from OMol25 describes 2 unconnected molecules or ions with the total composition CH3NO at a distorted geometry. The level of theory is ωB97M-V with the def2-TZVPD basis set.

Gap between HOMO and LUMO (spin up / spin down), eV: 10.2 / 8.2

Geometry as ORCA input:
```
! wB97M-V def2-TZVPD RIJCOSX def2/J DEFGRID3
* xyz 0 1
O -1.086 0.568 -0.165
N -0.748 -0.826 -0.053
C 0.001 0.195 0.460
H 0.560 0.397 1.401
H 1.916 0.775 -0.703
H -0.643 -1.109 -0.940
*
```

This record from OMol25 describes CH3NO in the gas phase at a distorted geometry. The level of theory is ωB97M-V with the def2-TZVPD basis set.

<S²>: 2.01
Gap between HOMO and LUMO (spin up / spin down), eV: 5.2 / 9.4

Geometry as ORCA input:
```
! wB97M-V def2-TZVPD RIJCOSX def2/J DEFGRID3
* xyz 0 3
O -0.732 0.408 -0.733
N 0.653 0.050 -0.684
C -0.224 -0.361 0.350
H -0.496 -1.447 0.373
H -0.132 0.340 1.244
H 0.931 1.010 -0.549
*
```

This record from OMol25 describes a molecular structure, CH3NO2 at a distorted geometry. The level of theory is ωB97M-V with the def2-TZVPD basis set.

Gap between HOMO and LUMO, eV: 10.0

Geometry as ORCA input:
```
! wB97M-V def2-TZVPD RIJCOSX def2/J DEFGRID3
* xyz 0 1
O -1.209 -1.444 0.020
O 0.504 1.095 -0.865
N 0.178 -1.675 0.354
C -0.542 -0.608 0.768
H 1.284 1.545 -0.422
H 0.863 -1.311 -0.339
H -0.012 0.522 0.097
*
```

This record from OMol25 describes 2 unconnected molecules or ions with the total composition CH3NO2 at a distorted geometry. The level of theory is ωB97M-V with the def2-TZVPD basis set.

Gap between HOMO and LUMO (spin up / spin down), eV: 9.3 / 8.0

Geometry as ORCA input:
```
! wB97M-V def2-TZVPD RIJCOSX def2/J DEFGRID3
* xyz 0 1
O -1.440 0.108 0.106
O -2.712 0.440 -0.010
N -0.891 -0.967 -0.055
C 1.261 0.119 0.022
H 1.215 1.180 0.303
H 1.144 -0.206 -1.031
H 1.423 -0.675 0.665
*
```

This record from OMol25 describes CH3NO2 in the gas phase at a distorted geometry. The level of theory is ωB97M-V with the def2-TZVPD basis set.

Gap between HOMO and LUMO (spin up / spin down), eV: 8.5 / 8.5

Geometry as ORCA input:
```
! wB97M-V def2-TZVPD RIJCOSX def2/J DEFGRID3
* xyz 0 1
O -0.587 -1.404 2.292
O 0.261 -0.494 1.317
N -0.441 -0.249 0.355
C 0.106 0.502 -0.754
H 0.268 -0.264 -1.520
H -0.772 1.027 -1.115
H 1.164 0.882 -0.575
*
```

This record from OMol25 describes 2 unconnected molecules or ions with the total composition CH3NO2P at a distorted geometry. The level of theory is ωB97M-V with the def2-TZVPD basis set.

Gap between HOMO and LUMO, eV: 8.8

Geometry as ORCA input:
```
! wB97M-V def2-TZVPD RIJCOSX def2/J DEFGRID3
* xyz -1 1
P 0.744 -2.631 -0.929
O 0.584 -3.163 0.482
O 0.811 -1.152 -0.906
N -0.042 1.164 0.218
C -0.716 2.106 0.761
H -0.380 0.562 -0.536
H 0.522 0.540 0.824
H -1.522 2.574 0.085
*
```

This record from OMol25 describes CH3NO2S in the gas phase at a distorted geometry. The level of theory is ωB97M-V with the def2-TZVPD basis set.

Gap between HOMO and LUMO (spin up / spin down), eV: 8.9 / 8.5

Geometry as ORCA input:
```
! wB97M-V def2-TZVPD RIJCOSX def2/J DEFGRID3
* xyz 0 1
S 1.223 -0.189 -2.230
O 0.075 -0.584 0.159
O 1.564 0.929 -2.990
N 0.212 0.484 -0.711
C -0.692 -0.260 1.326
H -0.449 0.843 1.550
H -0.208 -0.905 1.915
H -1.726 -0.318 0.980
*
```

This record from OMol25 describes 2 unconnected molecules or ions with the total composition CH3NO2S at a distorted geometry. The level of theory is ωB97M-V with the def2-TZVPD basis set.

Gap between HOMO and LUMO (spin up / spin down), eV: 5.9 / 5.9

Geometry as ORCA input:
```
! wB97M-V def2-TZVPD RIJCOSX def2/J DEFGRID3
* xyz 0 1
S 2.492 0.998 -0.107
O 1.842 -0.130 -0.828
O -0.501 -0.379 -0.944
N -0.896 -1.497 -1.171
C -0.716 0.189 0.469
H -0.139 -0.443 1.143
H -1.773 0.034 0.853
H -0.310 1.227 0.585
*
```

This record from OMol25 describes CH3NO2S in the gas phase at a distorted geometry. The level of theory is ωB97M-V with the def2-TZVPD basis set.

Gap between HOMO and LUMO (spin up / spin down), eV: 8.7 / 8.7

Geometry as ORCA input:
```
! wB97M-V def2-TZVPD RIJCOSX def2/J DEFGRID3
* xyz 0 1
S 3.605 0.184 -1.340
O 1.296 0.718 -0.731
O 4.644 -0.790 -1.080
N 2.218 -0.278 -0.630
C 0.137 0.151 -0.186
H 0.354 -0.415 0.843
H -0.414 -0.677 -0.845
H -0.425 0.919 0.171
*
```

This record from OMol25 describes CH3NO2S in the gas phase at a distorted geometry. The level of theory is ωB97M-V with the def2-TZVPD basis set.

Gap between HOMO and LUMO, eV: 10.0

Geometry as ORCA input:
```
! wB97M-V def2-TZVPD RIJCOSX def2/J DEFGRID3
* xyz 0 1
S -1.251 0.071 -0.470
O -1.146 -1.527 0.271
O -2.182 0.898 0.206
N 1.332 0.256 -0.782
C 0.537 0.555 0.109
H -0.254 -1.877 0.157
H 2.331 0.640 -0.581
H 0.634 0.985 1.091
*
```

This record from OMol25 describes 2 unconnected molecules or ions with the total composition CH3NO2S at a distorted geometry. The level of theory is ωB97M-V with the def2-TZVPD basis set.

Gap between HOMO and LUMO (spin up / spin down), eV: 7.5 / 7.5

Geometry as ORCA input:
```
! wB97M-V def2-TZVPD RIJCOSX def2/J DEFGRID3
* xyz 0 1
S 0.476 0.113 -2.674
O -1.299 -0.174 -1.113
O -0.648 -0.544 0.971
N -1.552 -0.626 0.000
C 0.538 0.205 0.703
H 0.485 1.314 0.996
H 0.825 -0.083 -0.258
H 1.175 -0.206 1.376
*
```

This record from OMol25 describes CH3NO2S in the gas phase at a distorted geometry. The level of theory is ωB97M-V with the def2-TZVPD basis set.

Gap between HOMO and LUMO, eV: 11.2
SMILES: O=S1(=O)CN1

Geometry as ORCA input:
```
! wB97M-V def2-TZVPD RIJCOSX def2/J DEFGRID3
* xyz 0 1
S -0.875 0.197 0.001
O -1.831 -0.818 0.325
O -1.388 1.520 -0.257
N 0.473 -0.074 -1.013
C 0.725 -0.081 0.526
H 0.465 -1.062 -1.379
H 1.244 -0.746 0.995
H 1.188 1.065 0.802
*
```

Sequential E output: -169.616851, -169.564825, -244.922315, -244.791586, -244.872992, -586.528550, -643.146598, -643.072542, -643.190848, -643.247760, -643.088927, -643.200947 a.u.